C24H34Br3CoGeN2O3Si3 | ωB97M-V/def2-TZVPD

```
! RIJCOSX wB97M-V def2-TZVPD def2/J DEFGRID3
* xyz 1 2
Co 0.137 0.116 -1.382
Br -3.643 3.241 -2.420
C -3.554 1.394 -2.552
C -4.622 0.651 -3.035
C -4.564 -0.727 -3.127
Br -6.042 -1.648 -3.795
C -3.394 -1.454 -2.726
C -3.207 -2.844 -2.805
C -2.015 -3.384 -2.386
C -1.013 -2.554 -1.877
N -1.176 -1.242 -1.795
C -2.332 -0.702 -2.222
C -2.363 0.735 -2.129
O -1.345 1.321 -1.680
H -5.522 1.164 -3.347
H -3.992 -3.476 -3.197
H -1.840 -4.449 -2.437
H -0.066 -2.942 -1.527
Br 6.526 3.137 -3.333
C 5.630 1.531 -2.937
C 6.301 0.316 -3.056
N 5.737 -0.855 -2.788
C 4.471 -0.860 -2.395
C 3.723 0.305 -2.256
C 4.313 1.536 -2.527
C 2.334 0.239 -1.798
O 1.734 -0.882 -1.607
O 1.644 1.286 -1.569
H 7.335 0.302 -3.380
H 4.024 -1.821 -2.174
H 3.753 2.454 -2.418
C 2.077 3.017 1.099
Si 0.339 2.481 1.553
C 0.175 2.554 3.429
C -0.920 3.621 0.753
Ge -0.123 0.191 0.997
Si 1.564 -1.345 1.769
C 3.260 -0.548 1.627
C 1.209 -1.673 3.587
C 1.536 -2.983 0.851
Si -2.353 -0.421 1.708
C -2.927 -2.127 1.163
C -2.319 -0.423 3.589
C -3.654 0.834 1.176
H 2.192 4.075 1.342
H 2.288 2.881 0.039
H 2.825 2.461 1.667
H 0.395 3.569 3.770
H 0.883 1.883 3.920
H -0.827 2.300 3.777
H -0.631 4.660 0.926
H -1.918 3.474 1.170
H -0.981 3.461 -0.325
H 3.390 0.229 2.382
H 3.433 -0.090 0.654
H 4.039 -1.298 1.785
H 1.181 -0.756 4.177
H 2.000 -2.307 3.995
H 0.264 -2.198 3.730
H 1.858 -2.842 -0.182
H 0.542 -3.437 0.860
H 2.225 -3.687 1.321
H -2.228 -2.910 1.462
H -3.079 -2.203 0.088
H -3.887 -2.339 1.640
H -1.596 -1.131 3.992
H -3.307 -0.713 3.956
H -2.091 0.560 4.003
H -3.634 1.059 0.110
H -3.526 1.781 1.702
H -4.649 0.451 1.417
*
```

Calculated values
E_tot: -13320.2880 Eh
LUMO (spin up / spin down): -4.31 / -6.16 eV
⟨S²⟩: 1.023

=====

CH3IOS | ωB97M-V/def2-TZVPD

```
! RIJCOSX wB97M-V def2-TZVPD def2/J DEFGRID3
* xyz 0 1
S -1.087 -1.581 0.140
O -0.085 -0.285 0.588
C 0.537 0.439 -0.413
I 1.652 1.987 0.545
H -2.101 -1.310 1.000
H 1.233 -0.300 -0.858
H -0.148 1.050 -1.001
*
```

Calculated values
SMILES: SOCI
E_tot: -810.9586 Eh
LUMO: 0.20 eV

=====

C6H9Br2N2 | ωB97M-V/def2-TZVPD

```
! RIJCOSX wB97M-V def2-TZVPD def2/J DEFGRID3
* xyz 1 1
C -0.271 -0.095 -0.543
C 1.600 1.786 0.875
C 1.000 -0.678 -0.821
C 2.113 -0.420 -0.175
C -0.545 0.713 0.458
C 0.899 -1.807 -1.787
N -1.830 1.194 0.536
N 0.333 1.285 1.462
Br 3.756 -0.794 0.257
Br 1.518 2.980 -0.512
H -1.037 -0.364 -1.327
H 2.243 1.853 1.624
H 0.335 -1.291 -2.613
H 0.157 -2.681 -1.519
H 1.819 -2.337 -2.073
H -2.112 1.674 1.345
H -2.343 1.167 -0.369
H 0.729 0.526 2.024
H -0.261 1.884 2.148
*
```

Calculated values
E_tot: -5491.1109 Eh
LUMO (spin up / spin down): -4.32 / -4.33 eV

=====

CH3NO3P | ωB97M-V/def2-TZVPD

```
! RIJCOSX wB97M-V def2-TZVPD def2/J DEFGRID3
* xyz -1 1
C 0.000 0.226 0.086
N 2.969 -1.120 -0.467
O 2.251 1.047 1.481
O 4.123 -1.155 -0.382
O 2.379 0.904 -1.103
P 1.621 1.325 0.146
H -0.043 -0.265 -0.922
H -0.932 0.713 0.080
H -0.158 -0.457 0.896
*
```

Calculated values
E_tot: -661.7161 Eh
LUMO (spin up / spin down): 4.64 / 3.87 eV

=====

C13H30N8O5Si | ωB97M-V/def2-TZVPD

```
! RIJCOSX wB97M-V def2-TZVPD def2/J DEFGRID3
* xyz 0 1
O -4.348 1.507 -2.317
Si -4.480 1.142 -0.576
C -4.879 -0.726 -0.218
C -5.126 -1.071 1.365
C -3.908 -1.998 2.039
C -2.515 -1.125 1.757
C -2.330 0.210 2.744
C -1.008 1.147 2.494
C 0.051 0.733 1.301
C -0.105 -0.606 0.341
C -1.446 -1.567 0.587
H -4.087 2.496 -2.312
H -5.335 2.082 0.138
H -3.111 1.358 -0.041
H -5.895 -0.967 -0.795
H -4.066 -1.470 -0.669
H -5.142 -0.081 2.001
H -6.162 -1.602 1.517
H -3.813 -3.014 1.465
H -4.087 -2.138 3.210
H -3.104 0.497 3.586
H -0.839 2.129 3.151
H 0.974 1.441 1.119
H 0.661 -0.893 -0.523
H -1.699 -2.523 -0.039
N 4.660 1.340 -1.395
C 3.674 0.869 -0.610
N 3.487 -0.461 -0.686
O 3.004 1.589 0.112
H 5.223 0.762 -1.996
H 4.834 2.336 -1.367
H 2.754 -0.857 -0.112
H 4.029 -1.071 -1.275
N 5.728 0.789 -5.823
C 6.100 1.694 -4.900
N 6.945 2.638 -5.352
O 5.704 1.661 -3.745
H 6.043 0.800 -6.778
H 5.092 0.061 -5.524
H 7.250 3.339 -4.689
H 7.283 2.682 -6.299
N -5.576 2.231 6.453
C -4.458 2.497 5.753
N -3.680 3.457 6.284
O -4.174 1.914 4.718
H -5.827 2.701 7.307
H -6.189 1.515 6.087
H -2.829 3.687 5.788
H -3.898 3.948 7.135
N 2.678 -4.339 -2.552
C 3.942 -3.903 -2.404
N 4.885 -4.824 -2.671
O 4.211 -2.764 -2.056
H 2.436 -5.272 -2.838
H 1.937 -3.676 -2.360
H 5.850 -4.537 -2.572
H 4.683 -5.767 -2.960
*
```

Calculated values
SMILES: O[SiH2]CCCc1ccccc1.NC(N)=O.NC(N)=O.NC(N)=O.NC(N)=O
E_tot: -1616.9395 Eh
LUMO: 0.47 eV

=====

C38H31CoGeIN3O5S | ωB97M-V/def2-TZVPD

```
! RIJCOSX wB97M-V def2-TZVPD def2/J DEFGRID3
* xyz 1 6
Co -1.628 0.724 0.513
C -5.469 -2.154 -0.019
C -5.488 -0.870 0.718
N -6.677 -0.517 1.242
C -6.906 0.675 1.749
C -5.926 1.650 1.882
C -6.239 3.078 2.352
O -5.320 3.991 1.762
C -4.596 1.233 1.665
C -3.608 2.042 2.222
N -2.289 1.866 2.064
C -1.412 2.719 2.713
C -1.792 4.015 3.073
C -1.038 4.754 3.926
C 0.194 4.291 4.337
C 0.676 3.053 3.848
C -0.162 2.238 3.087
I 0.507 0.346 2.655
C -4.323 0.011 0.985
O -3.145 -0.461 0.756
H -6.515 -2.576 -0.033
H -4.726 -2.811 0.501
H -5.101 -2.034 -1.087
H -7.956 0.889 1.949
H -6.236 3.167 3.438
H -7.301 3.278 2.079
H -5.800 4.780 1.449
H -3.923 2.910 2.801
H -2.756 4.362 2.727
H -1.352 5.716 4.293
H 0.883 4.866 4.960
H 1.688 2.707 4.120
O -3.617 0.632 -1.809
S -2.326 0.687 -2.472
O -1.997 1.800 -3.319
N -1.036 0.441 -1.346
C -0.206 -0.530 -1.837
O 0.865 -0.919 -1.153
C -0.739 -1.314 -2.953
C -0.366 -2.512 -3.542
C -1.261 -3.158 -4.412
C -2.513 -2.630 -4.693
C -2.925 -1.433 -4.107
C -2.002 -0.809 -3.295
H 0.588 -3.006 -3.283
H -0.908 -4.009 -4.994
H -3.259 -3.223 -5.254
H -3.887 -0.956 -4.233
C 3.224 -1.165 -3.602
Ge 2.706 -0.995 -1.712
C 3.371 0.736 -1.065
C 4.186 0.966 0.042
C 4.608 2.265 0.332
C 4.039 3.367 -0.311
C 3.097 3.154 -1.313
C 2.806 1.833 -1.689
C 3.277 -2.540 -0.646
C 2.293 -3.437 -0.235
C 2.581 -4.515 0.627
C 3.850 -4.597 1.187
C 4.895 -3.735 0.796
C 6.189 -3.824 1.381
C 7.201 -2.954 1.043
C 6.940 -1.968 0.045
C 5.674 -1.866 -0.593
C 4.596 -2.724 -0.180
H 3.483 -0.233 -4.067
H 2.407 -1.688 -4.115
H 4.120 -1.841 -3.611
H 4.504 0.162 0.646
H 5.390 2.374 1.112
H 4.220 4.419 -0.012
H 2.669 4.026 -1.826
H 2.081 1.662 -2.455
H 1.269 -3.231 -0.596
H 1.811 -5.232 0.867
H 4.036 -5.352 1.945
H 6.319 -4.558 2.153
H 8.165 -3.090 1.516
H 7.772 -1.337 -0.372
H 5.544 -1.075 -1.318
*
```

Calculated values
E_tot: -6162.3805 Eh
LUMO (spin up / spin down): -3.89 / -4.91 eV
⟨S²⟩: 8.778

=====

C9H28O7 | ωB97M-V/def2-TZVPD

```
! RIJCOSX wB97M-V def2-TZVPD def2/J DEFGRID3
* xyz 0 1
O 1.412 4.782 -1.859
C 1.038 3.845 -0.859
C -0.080 4.394 0.025
O 0.359 5.558 0.694
H 0.674 4.885 -2.468
H 0.790 2.872 -1.296
H 1.889 3.644 -0.208
H -0.292 3.638 0.784
H -0.981 4.706 -0.520
H 0.516 6.251 0.045
O 2.387 -2.866 -1.655
C 2.966 -2.248 -2.818
C 2.129 -1.024 -3.093
O 0.752 -1.379 -3.360
H 1.521 -3.160 -1.976
H 4.037 -2.104 -2.726
H 2.748 -2.856 -3.709
H 2.498 -0.542 -4.006
H 2.134 -0.363 -2.226
H 0.380 -0.684 -3.906
C -1.970 -3.603 -1.922
C -0.906 -4.172 -0.974
O 0.131 -4.742 -1.799
H -2.689 -2.921 -1.469
H -2.496 -4.455 -2.347
H -1.396 -3.035 -2.655
H -1.339 -4.992 -0.401
H -0.490 -3.419 -0.310
H 0.151 -5.697 -1.720
C -2.683 0.602 4.975
C -1.255 0.805 5.463
O -0.351 1.134 4.404
H -2.758 -0.198 4.242
H -3.106 1.528 4.588
H -3.227 0.316 5.878
H -0.922 -0.125 5.942
H -1.125 1.629 6.172
H 0.302 1.739 4.755
C -0.218 0.319 -0.017
O 0.568 0.577 1.140
H -0.811 1.218 -0.220
H 0.567 0.026 -0.708
H -0.955 -0.476 0.135
H 0.101 0.596 1.981
*
```

Calculated values
SMILES: OCCO.OCCO.CCO.CCO.CO
E_tot: -886.2776 Eh
LUMO: 0.60 eV

=====

C41H80B6F24N13O | ωB97M-V/def2-TZVPD

```
! RIJCOSX wB97M-V def2-TZVPD def2/J DEFGRID3
* xyz 1 1
C -1.968 -2.482 -0.780
C -2.168 -2.849 0.724
N -3.580 -2.952 1.123
C -4.035 -2.588 2.367
C -5.345 -2.934 2.382
N -5.700 -3.485 1.187
C -4.598 -3.416 0.409
C -7.020 -3.999 0.849
H -2.384 -1.498 -0.977
H -2.310 -3.336 -1.365
H -0.882 -2.451 -0.863
H -1.843 -1.984 1.299
H -1.605 -3.713 1.064
H -3.400 -2.179 3.136
H -6.080 -2.842 3.165
H -4.589 -3.696 -0.629
H -7.293 -4.844 1.476
H -7.056 -4.323 -0.188
H -7.733 -3.184 0.956
C 5.949 -2.253 -7.285
C 5.687 -2.166 -5.772
N 4.353 -1.643 -5.501
C 3.826 -0.419 -5.804
C 2.525 -0.393 -5.480
N 2.269 -1.570 -4.805
C 3.338 -2.367 -4.999
C 1.042 -1.982 -4.157
H 5.091 -2.728 -7.765
H 6.787 -2.940 -7.401
H 6.114 -1.301 -7.781
H 6.466 -1.589 -5.278
H 5.757 -3.166 -5.351
H 4.445 0.317 -6.290
H 1.907 0.488 -5.459
H 3.382 -3.435 -4.876
H 1.054 -3.006 -3.790
H 0.263 -1.969 -4.922
H 0.852 -1.316 -3.317
C -6.723 1.757 -3.219
C -5.729 1.586 -2.065
N -4.380 1.964 -2.485
C -3.419 1.112 -2.992
C -2.303 1.837 -3.257
N -2.581 3.115 -2.923
C -3.819 3.192 -2.446
C -1.660 4.259 -3.055
H -7.675 1.468 -2.759
H -6.577 1.040 -4.025
H -6.838 2.788 -3.539
H -5.669 0.565 -1.706
H -6.048 2.346 -1.354
H -3.581 0.057 -3.122
H -1.387 1.508 -3.720
H -4.347 4.091 -2.181
H -1.247 4.229 -4.061
H -0.877 4.131 -2.311
H -2.229 5.175 -2.933
C -0.660 7.428 -1.964
C 0.512 8.298 -2.408
N 1.770 7.579 -2.308
C 3.033 8.132 -2.370
C 3.946 7.206 -2.020
N 3.214 6.107 -1.615
C 1.917 6.343 -1.771
C 3.784 4.893 -0.981
H -0.626 6.407 -2.330
H -1.651 7.824 -2.191
H -0.695 7.399 -0.872
H 0.601 9.231 -1.850
H 0.422 8.642 -3.443
H 3.087 9.160 -2.687
H 5.007 7.287 -1.877
H 1.167 5.602 -1.568
H 3.747 4.035 -1.644
H 3.183 4.667 -0.103
H 4.806 5.114 -0.690
C -1.445 -2.194 7.955
C -2.370 -1.084 7.504
N -1.641 0.149 7.236
C -1.036 0.989 8.148
C -0.611 2.050 7.413
N -0.707 1.737 6.081
C -1.355 0.575 5.997
C -0.364 2.672 5.017
H -0.746 -2.617 7.233
H -1.991 -3.108 8.223
H -0.879 -2.028 8.875
H -3.260 -0.877 8.099
H -2.851 -1.375 6.568
H -1.217 0.956 9.207
H -0.236 3.013 7.718
H -1.802 0.175 5.102
H -0.490 2.229 4.034
H 0.678 2.964 5.118
H -1.051 3.513 5.090
C 1.135 -5.018 1.112
C 2.268 -5.955 0.670
N 1.830 -7.357 0.850
C 2.551 -8.370 1.409
C 1.790 -9.492 1.443
N 0.666 -9.167 0.723
C 0.673 -7.884 0.395
C -0.421 -10.107 0.428
H 0.213 -5.095 0.531
H 1.444 -3.979 1.030
H 0.878 -5.083 2.171
H 3.075 -5.752 1.366
H 2.504 -5.705 -0.361
H 3.562 -8.194 1.737
H 1.891 -10.523 1.732
H -0.086 -7.325 -0.121
H -0.119 -11.125 0.652
H -0.718 -10.037 -0.615
H -1.257 -9.837 1.071
C 0.589 -0.537 0.479
N 1.145 0.839 0.302
C 1.547 1.373 1.659
C 2.399 0.697 -0.562
C 0.148 1.716 -0.421
C -1.144 2.028 0.287
O -1.979 0.895 0.128
H 0.584 -0.983 -0.514
H -0.374 -0.516 0.973
H 1.295 -1.078 1.104
H 0.698 1.324 2.333
H 1.752 2.421 1.435
H 2.436 0.847 1.992
H 2.145 0.589 -1.612
H 2.986 -0.154 -0.226
H 3.022 1.587 -0.487
H -0.014 1.286 -1.409
H 0.655 2.658 -0.642
H -1.627 2.946 -0.070
H -0.965 2.369 1.313
H -2.802 0.974 0.658
B 5.811 2.127 2.021
F 5.192 1.120 1.219
F 5.584 1.916 3.370
F 7.201 2.149 1.777
F 5.311 3.381 1.560
B -3.434 1.181 3.085
F -2.077 0.913 2.821
F -4.006 1.663 1.845
F -4.120 -0.029 3.389
F -3.567 2.065 4.125
B 0.212 -2.036 3.991
F 0.045 -2.517 2.694
F 1.383 -2.492 4.588
F 0.247 -0.632 3.996
F -0.909 -2.510 4.749
B -0.100 5.375 1.445
F 1.082 4.975 0.790
F -1.161 5.270 0.490
F -0.365 4.497 2.508
F 0.013 6.687 1.905
B 1.872 2.806 -3.722
F 1.170 3.444 -4.762
F 3.256 2.728 -3.947
F 1.742 3.534 -2.541
F 1.328 1.544 -3.440
B 3.264 -3.097 -1.616
F 3.458 -1.832 -2.178
F 3.355 -4.118 -2.594
F 4.208 -3.304 -0.611
F 2.008 -3.204 -0.977
*
```

Calculated values
E_tot: -4944.3753 Eh
LUMO: -2.50 eV